Entry from OMol25: a gas-phase ion, C3H4FO2S (charge -1) (ωB97M-V/def2-TZVPD).

Structure (XYZ):
```
11
Properties=species:S:1:pos:R:3:nbo_charge:R:1
O 1.536 -1.004 2.232 -0.925
H 1.188 0.743 0.277 0.207
C -0.083 1.341 -1.476 -0.274
F -1.474 1.315 -1.879 -0.482
O -1.072 -1.104 1.426 -0.651
C 0.199 0.651 -0.032 -0.522
C -0.202 -0.917 0.288 -0.177
S 0.529 -1.837 1.572 1.339
H -0.559 -1.329 -0.692 0.194
H 0.263 0.781 -2.293 0.074
H -0.324 1.361 0.578 0.217
```

Energy above the lowest of the compared OMol25 structures with the same formula, charge and spin   506.9 kJ/mol
DFT total energy   -20819.6618 eV
Net charge   -1
Lowest unoccupied orbital energy (alpha / beta)   0.1143 / 0.1143 hartree
Multiplicity   1
HOMO energy (alpha / beta)   -1.53 / -1.53 eV


Entry from OMol25: a molecular structure, C32H28F3N7O4PW (ωB97M-V/def2-TZVPD).

Structure (XYZ):
```
76
Properties=species:S:1:pos:R:3:lowdin_charge:R:1
N 3.307 0.232 4.127 0.129
O 3.025 -0.963 -0.364 -0.260
H -2.169 -4.474 4.576 0.130
C 5.869 -1.000 -2.662 -0.074
N 2.835 1.582 -0.476 0.006
O 0.468 1.906 0.163 -0.462
N 4.255 3.217 -0.425 0.067
H -3.829 2.923 -4.981 0.122
C -0.268 3.701 2.078 -0.146
F -4.633 -5.615 4.627 0.154
H 5.701 -1.035 -0.513 0.117
C -1.582 -3.219 1.482 -0.242
C -2.361 -4.125 3.573 0.004
C 0.331 -1.940 0.186 -0.093
C -2.887 -3.259 0.984 -0.001
H -4.935 -3.712 1.402 0.125
C 1.601 -0.738 2.752 -0.072
H -1.123 4.005 2.675 0.061
H -2.623 2.027 -0.468 0.033
H 4.860 3.987 -0.668 0.176
H 0.996 -1.191 -3.374 0.151
N 1.304 0.621 -2.348 -0.152
C -0.550 -2.584 0.736 -0.094
H 0.559 3.431 2.731 0.052
F -5.986 -4.411 3.459 0.148
C -3.406 0.395 -2.115 -0.050
F -4.845 -3.523 5.052 0.140
H 6.947 -1.034 -2.659 0.108
H -3.257 -0.295 -1.297 0.111
C -3.665 -4.084 3.093 -0.103
C 2.302 -0.656 3.918 -0.065
H -1.270 -0.010 1.390 0.030
C 2.907 0.972 1.890 -0.140
C 3.808 -0.926 -3.897 -0.024
C 3.445 2.502 -1.204 -0.067
H 0.037 4.529 1.440 0.064
H 3.310 2.644 -2.259 0.150
H 4.402 1.715 3.219 0.129
C 3.787 -0.963 -1.476 -0.329
N 4.197 2.793 0.843 0.158
C 1.620 -0.704 -2.603 -0.166
W 1.305 -0.133 -0.426 1.774
C 3.099 -0.910 -2.704 -0.171
N 0.095 1.017 -2.856 0.052
N 1.832 0.083 1.667 -0.005
H -1.768 3.555 -0.750 0.077
H 2.091 -1.314 4.746 0.122
C -2.136 2.871 0.013 -0.126
C -0.946 0.671 -2.164 -0.407
C -1.270 0.882 2.028 -0.140
C -1.324 -3.696 2.771 -0.013
H 3.274 -0.892 -4.834 0.119
C -3.926 -3.693 1.785 0.011
C 5.180 -1.000 -1.459 -0.005
H 0.807 -1.464 2.640 0.091
C -4.667 0.667 -2.593 -0.081
H -2.271 1.060 2.411 0.066
H -5.528 0.184 -2.163 0.103
H -0.314 -3.718 3.150 0.115
C 5.193 -0.965 -3.872 -0.078
C 3.324 1.788 0.807 -0.289
H -3.078 -2.937 -0.029 0.120
C -4.783 -4.419 4.043 -0.590
H 5.738 -0.960 -4.803 0.107
H -2.851 3.384 0.649 0.066
C -3.726 2.197 -4.191 0.002
H -0.600 0.733 2.874 0.043
H -5.806 1.802 -4.002 0.109
C -2.435 1.898 -3.752 -0.265
C -4.820 1.577 -3.633 -0.063
O -0.772 0.054 -1.013 -0.219
P -0.730 2.303 1.012 0.674
C -2.276 0.994 -2.682 -0.112
O -1.413 2.507 -4.361 0.072
H -0.566 2.142 -4.028 0.069
C 3.586 1.010 3.116 -0.053
```

DFT total energy   -71520.8268 eV
Net charge   +1
Lowest unoccupied orbital energy (alpha / beta)   -0.1745 / -0.1664 hartree
Multiplicity   1
HOMO energy (alpha / beta)   -10.60 / -10.62 eV


Entry from OMol25: a molecular structure, C34H39BCsF5N12OSSi (ωB97M-V/def2-TZVPD).

Structure (XYZ):
```
95
Properties=species:S:1:pos:R:3:lowdin_spin:R:1
N -2.688 -1.022 -0.482 0.724
C -0.567 3.379 0.060 0.000
H 0.372 -1.073 -4.009 0.000
H -5.204 -0.645 0.183 -0.001
N 3.738 1.252 -0.272 0.000
H 1.378 -0.218 4.263 0.000
N 1.385 3.455 0.916 0.000
H 0.630 3.075 -4.425 0.000
C -4.073 -3.597 -0.914 0.013
C 2.193 -6.043 -2.876 0.000
H -4.452 2.566 2.924 0.000
C 0.655 0.937 -4.415 0.000
C -1.716 -2.721 -2.677 0.013
H 1.587 5.547 1.180 0.000
H -4.913 -1.858 3.841 0.000
C -1.233 -2.649 2.765 0.000
H 0.101 0.984 -5.364 0.000
H -3.057 -0.222 4.185 0.000
N 3.500 4.170 2.030 0.000
H -4.929 -3.296 -0.306 0.000
C 4.402 1.197 -1.413 0.000
H 4.139 6.099 4.569 0.000
C 3.873 1.159 2.719 0.000
S 0.357 -2.891 2.348 0.001
H 5.292 2.765 -2.745 0.000
H -0.549 2.345 -3.345 0.000
F -0.969 -7.100 -1.501 0.000
F 3.178 -6.519 -3.661 0.000
H -4.602 -1.869 -3.704 0.003
C -2.291 -3.586 2.535 0.000
H -3.376 -4.153 -0.286 0.000
N 1.357 2.339 -2.538 0.000
C 4.004 5.623 3.613 0.000
H -1.673 -3.810 -2.695 0.001
O 1.332 -2.987 -1.111 0.000
C -4.082 1.812 2.242 -0.006
H -0.781 -2.381 -2.224 0.000
C 3.481 0.208 3.627 0.000
C -3.902 -2.093 3.547 0.000
C 2.274 -4.762 -2.370 0.000
H 1.711 0.807 -4.671 0.000
H -4.431 -4.268 -1.700 0.003
H 4.847 1.415 2.336 0.000
H -1.763 -2.364 -3.708 0.000
H -4.347 -4.045 2.712 0.000
H -0.715 -0.090 -3.287 0.000
C 4.356 6.100 2.339 0.000
H 4.827 7.033 2.072 0.000
F -0.830 -4.617 -0.512 0.000
C 4.741 2.485 -1.863 0.000
H -5.333 -0.988 -2.356 0.000
H -2.020 -4.505 2.034 0.000
C -3.127 -0.122 0.433 0.096
H -0.933 5.589 0.107 0.000
C 4.221 3.322 -0.899 0.000
N 1.657 1.320 2.882 0.000
C -0.301 4.738 0.297 0.000
Si -3.199 -2.152 -1.704 0.074
C -4.386 -1.239 -2.837 0.016
C 1.105 -6.851 -2.594 0.000
H 2.336 2.383 -2.795 0.000
N 4.045 5.228 1.393 0.000
H 4.242 4.392 -0.794 0.000
C -2.907 -1.197 3.746 0.000
C 0.960 4.737 0.847 0.000
C 1.276 -4.179 -1.546 0.000
B 2.804 2.987 1.301 0.000
C 2.083 0.358 3.684 0.000
N 0.446 2.613 0.434 0.000
C 0.190 -5.056 -1.285 0.000
C 0.488 2.265 -3.693 0.000
F 1.022 -8.104 -3.091 0.000
C 0.104 -6.337 -1.789 0.000
H 1.152 3.130 -1.942 0.000
H -0.913 -0.785 3.475 0.000
H -2.003 2.335 2.480 0.001
H 4.611 0.239 -1.867 0.000
H -1.178 0.632 0.953 0.001
H 4.099 -0.501 4.150 0.000
F 3.352 -4.018 -2.695 0.000
H -1.454 2.928 -0.357 0.000
N -1.638 -1.483 3.363 0.000
N 0.258 -0.174 -3.560 0.000
C -3.569 -3.317 2.911 0.000
H 3.039 3.646 4.027 0.000
C -4.958 0.961 1.586 0.006
N 2.771 1.811 2.287 0.000
C -2.719 1.680 1.997 0.001
Cs 1.434 -0.562 -0.307 0.005
C 3.455 4.386 3.363 0.000
N 3.626 2.558 0.045 0.000
C -2.242 0.722 1.123 0.020
H -6.024 1.042 1.763 0.002
C -4.502 0.004 0.691 0.029
H -3.935 -0.312 -3.197 0.000
```

Energy above the lowest of the compared OMol25 structures with the same formula, charge and spin   178.8 kJ/mol
DFT total energy   -89348.6929 eV
Net charge   -1
Lowest unoccupied orbital energy (alpha / beta)   0.0713 / 0.0098 hartree
Multiplicity   2
HOMO energy (alpha / beta)   -4.76 / -4.76 eV


Entry from OMol25: a gas-phase ion, C3H8O5P2 (charge -2) (ωB97M-V/def2-TZVPD).

Structure (XYZ):
```
18
Properties=species:S:1:pos:R:3:nbo_charge:R:1
H -1.015 1.372 0.345 0.211
P 1.380 2.023 0.059 2.106
H -0.477 0.147 1.299 0.198
H -2.055 -0.561 -1.334 0.137
O 1.421 2.400 1.445 -1.211
C -1.711 -0.699 -0.329 -0.055
H -1.217 -1.718 -0.491 0.183
O -2.858 -0.955 0.381 -0.746
C -0.722 0.385 0.242 -0.476
C 0.643 0.332 -0.252 -0.960
P 1.782 -1.012 0.488 1.311
H 0.154 2.681 -0.427 -0.328
H 0.842 -2.715 -0.396 0.451
O 2.474 2.483 -0.831 -1.196
O 2.588 -1.350 -0.701 -1.229
O 0.575 -2.340 0.538 -1.087
H -2.660 -0.798 1.320 0.460
H 0.855 0.326 -1.356 0.231
```

Energy above the lowest of the compared OMol25 structures with the same formula, charge and spin   255.8 kJ/mol
DFT total energy   -32056.6098 eV
Net charge   -2
Lowest unoccupied orbital energy   0.2113 hartree
Multiplicity   1
HOMO energy   0.35 eV
SMILES   O=[P@H]([O-])[C@H](CCO)P([O-])O


Entry from OMol25: 2 unconnected molecules or ions with the total composition CH7NSi (ωB97M-V/def2-TZVPD).

Structure (XYZ):
```
10
Properties=species:S:1:pos:R:3:nbo_charge:R:1
H -0.804 -1.689 1.474 0.204
H -0.473 1.393 -1.388 -0.223
H -0.008 -1.739 -0.105 0.205
H 1.316 2.171 -0.290 -0.178
C -0.558 -1.180 0.571 -0.419
H 1.464 0.112 -1.565 -0.206
Si 0.702 0.945 -0.723 1.133
N 0.318 -0.053 0.607 -0.928
H -0.480 1.074 1.497 0.248
H -1.477 -1.036 -0.078 0.163
```

Energy above the lowest of the compared OMol25 structures with the same formula, charge and spin   358.6 kJ/mol
DFT total energy   -10514.6893 eV
Net charge   0
Lowest unoccupied orbital energy   0.0005 hartree
Multiplicity   1
HOMO energy   -9.42 eV


Entry from OMol25: a molecular structure, C24H29BCl2N11O2S4W (ωB97M-V/def2-TZVPD).

Structure (XYZ):
```
74
Properties=species:S:1:pos:R:3:lowdin_charge:R:1
N 1.094 4.352 1.486 0.114
H -0.014 -2.757 -0.084 0.063
H -2.036 2.656 3.370 0.110
C -2.063 -0.414 0.867 -0.186
N 4.134 -1.546 0.915 -0.006
C 5.406 -1.010 1.049 -0.039
S 2.036 -1.510 -1.696 0.631
H 0.561 -3.228 -3.274 0.064
N 1.089 1.220 -4.967 0.131
C -3.030 1.843 1.648 -0.184
H 0.877 -6.196 -0.941 0.129
B 4.036 -3.098 0.632 -0.398
N 3.965 0.307 2.040 -0.126
C 0.768 3.102 1.117 -0.766
C -2.317 3.512 -2.201 -0.985
S 2.000 2.115 0.387 0.646
H 0.512 0.967 -5.748 0.120
O -0.615 2.060 -1.389 -0.246
C -5.308 2.570 1.320 -0.066
H 4.967 -3.371 -0.097 0.083
N 2.704 -3.620 -0.052 -0.001
H 2.366 1.277 2.962 0.040
H 1.922 4.767 1.099 0.095
H -1.891 -4.215 0.636 0.121
C 5.308 0.137 1.753 -0.021
N -0.438 2.697 1.422 0.030
H 6.059 0.845 2.067 0.132
O -2.588 1.170 -2.000 0.005
H -3.980 3.982 4.100 0.109
Cl -1.276 4.206 -3.464 0.622
S 1.550 -0.931 1.573 0.682
H -4.278 1.223 0.011 0.113
H -0.706 -1.361 -2.276 0.069
Cl -2.435 4.569 -0.788 0.649
C -4.221 1.809 0.920 -0.059
C 2.344 -4.943 0.147 -0.042
N 1.170 -4.123 -1.501 -0.137
W 0.527 0.354 -0.407 0.957
C -1.985 -3.137 0.685 -0.020
H -0.778 -3.873 -2.284 0.083
H 0.354 4.967 1.784 0.112
H 0.276 -4.972 -3.182 0.100
C 1.396 -5.267 -0.754 -0.034
C -0.935 -2.338 0.276 -0.138
C -1.806 2.122 -1.807 -0.710
H -3.306 3.422 -2.615 0.061
H -6.221 2.553 0.735 0.111
C -1.897 1.020 1.169 -0.167
C 3.272 -0.735 1.527 -0.669
C -3.148 -1.149 1.290 0.032
H 4.091 -3.667 1.706 0.084
H -3.959 -3.127 1.520 0.125
N -0.662 -0.356 -2.289 -0.082
H 3.832 1.144 3.952 0.101
H 1.886 1.807 -5.133 0.111
H -1.572 0.073 -2.116 0.018
C -3.118 -2.531 1.182 -0.013
H -0.889 -0.076 -4.309 0.167
C 0.836 0.822 -3.716 -0.793
N -0.691 1.422 1.015 -0.113
N -0.232 0.036 -3.556 -0.011
C 1.974 -3.117 -1.055 -0.687
H 2.817 -5.544 0.912 0.129
C -5.224 3.353 2.464 -0.067
H 3.757 2.317 2.616 0.076
C 3.448 1.332 2.952 -0.071
H -6.078 3.942 2.783 0.110
H -3.991 -0.632 1.730 0.128
C -4.047 3.376 3.204 -0.061
C -2.950 2.632 2.797 -0.025
H 6.270 -1.504 0.633 0.127
N -0.986 -0.999 0.316 -0.107
S 1.824 1.307 -2.443 0.664
C 0.245 -4.040 -2.625 -0.025
```

Energy above the lowest of the compared OMol25 structures with the same formula, charge and spin   41.3 kJ/mol
DFT total energy   -116731.8717 eV
Net charge   +1
Lowest unoccupied orbital energy (alpha / beta)   -0.1330 / -0.1332 hartree
Multiplicity   1
HOMO energy (alpha / beta)   -9.83 / -9.83 eV